# C25H20N4O

An isolated molecule of C25H20N4O (the ωB97M-V functional and the def2-TZVPD basis, the OMol25 dataset).

Its energy above the lowest of the compared OMol25 structures with the same formula, charge and spin is 0.0 kJ/mol. The value obtained for the HOMO-LUMO gap is 0.309 hartree. Its LUMO energy is 0.2407 eV. The energy comes out at -34257.5658 eV. Its charge is 0. The largest force on an atom is 0.79 eV/A.

```
50
Properties=species:S:1:pos:R:3:mulliken_charge:R:1
C -5.45462 -3.35571 2.42475 -0.905
N -4.53485 -2.43484 1.82365 0.656
C -4.68918 -1.73539 0.68605 -1.262
C -3.53434 -0.99167 0.50121 0.812
C -3.26872 -0.02792 -0.55347 0.802
C -2.44902 1.08155 -0.34268 -0.230
C -2.25240 1.97473 -1.38007 -0.480
N -2.80808 1.84478 -2.57738 -0.651
C -3.59296 0.79820 -2.77677 -0.396
C -3.85352 -0.16021 -1.81488 -0.647
C -2.72048 -1.33819 1.61222 -0.113
C -1.35004 -0.91741 1.89914 -0.108
C -1.00046 -0.41038 3.14738 -0.517
C 0.29681 -0.02244 3.40736 -0.673
C 1.28415 -0.15670 2.43054 0.824
O 2.53460 0.25933 2.79173 -0.449
C 3.62459 -0.09455 1.96884 -0.603
C 3.66638 0.62324 0.64031 0.443
C 3.28851 1.98029 0.54998 -0.465
C 3.34312 2.59534 -0.67002 -0.882
C 3.77625 1.86468 -1.79767 1.098
C 3.86254 2.41073 -3.09290 -0.796
C 4.27388 1.63967 -4.14401 -0.537
C 4.61236 0.29055 -3.94597 -0.415
C 4.54787 -0.26917 -2.70192 -0.398
C 4.13009 0.50323 -1.59693 -0.059
N 4.06545 -0.08093 -0.38414 -0.471
C 0.94523 -0.68528 1.19039 -0.220
C -0.36241 -1.04875 0.92866 -0.580
N -3.35417 -2.20460 2.38830 -0.888
H -4.98636 -3.74287 3.32746 0.321
H -6.38952 -2.85425 2.68546 0.305
H -5.67200 -4.18579 1.74721 0.308
H -5.59394 -1.78322 0.11381 0.495
H -1.98198 1.24158 0.61720 0.438
H -1.62219 2.84396 -1.25418 0.400
H -4.03167 0.72783 -3.76470 0.365
H -4.48832 -1.00424 -2.03864 0.381
H -1.75896 -0.32141 3.91050 0.423
H 0.57405 0.38078 4.36795 0.446
H 4.50924 0.18215 2.55352 0.260
H 3.65161 -1.17509 1.78755 0.431
H 2.96167 2.49774 1.43712 0.491
H 3.05740 3.63202 -0.78680 0.432
H 3.59960 3.44868 -3.23946 0.376
H 4.33631 2.06040 -5.13680 0.392
H 4.93142 -0.30402 -4.79102 0.376
H 4.80514 -1.30303 -2.53013 0.478
H 1.68804 -0.82246 0.42252 0.545
H -0.61613 -1.45097 -0.04026 0.447
```